(1)
C20H50NO2P2PrSi4 | ωB97M-V/def2-TZVPD

XYZ file:
```
80
C20H50NO2P2PrSi4 (ωB97M-V/def2-TZVPD)
Pr 0.6992 0.6295 -1.5203
P 2.9165 -1.3620 -1.0356
C 2.8944 -1.5118 -2.8885
C 1.5667 -1.8624 -3.5500
N 0.4401 -1.2293 -3.1238
C -0.7452 -1.5591 -3.6994
C -0.8130 -2.4635 -4.7384
C 0.3443 -3.0367 -5.2440
C 1.5564 -2.7046 -4.6469
C -2.0442 -1.0178 -3.1457
P -2.0470 0.5952 -2.2232
H 2.5353 -3.0649 -4.9657
H -1.8104 -2.6490 -5.1229
H 0.3150 -3.7165 -6.0874
H -2.7708 -0.9250 -3.9691
H -2.4699 -1.7461 -2.4320
H 3.2571 -0.5400 -3.2970
H 3.6275 -2.2929 -3.1572
H 1.2733 3.0800 -3.3027
O 1.7822 2.2565 -3.1190
H 2.3703 2.1037 -3.8852
H -0.2722 4.0486 -1.2451
O -0.1482 3.8571 -2.2066
H -0.4397 4.6836 -2.6538
C -2.2337 1.7627 -3.6257
H -3.2369 1.6906 -4.0800
H -2.0792 2.7856 -3.2394
H -1.4767 1.5433 -4.3960
C -3.7276 0.5180 -1.5405
H -3.9019 1.4050 -0.9066
H -4.4687 0.5066 -2.3560
H -3.8275 -0.3967 -0.9321
C 2.9120 -3.1345 -0.5552
H 3.7909 -3.6872 -0.9388
H 2.9116 -3.1909 0.5452
H 1.9860 -3.6063 -0.9121
C 4.7127 -1.0245 -0.8623
H 4.9171 -0.7956 0.1943
H 5.3403 -1.8783 -1.1691
H 4.9896 -0.1456 -1.4664
C 3.1364 0.5537 1.9998
Si 1.4925 1.2092 2.5907
C 1.4255 0.8450 4.4487
C 1.4622 3.0916 2.4207
Si -0.2470 0.3546 1.3094
Si -0.7646 -1.5798 2.4219
C -1.3357 -1.4373 4.2176
C -2.1815 -2.3816 1.4706
C 0.7072 -2.7425 2.4262
Si -1.9284 1.6116 2.2369
C -1.7962 2.2411 4.0047
C -1.9733 3.0921 1.0669
C -3.6383 0.8135 2.2206
H 3.9028 0.7941 2.7495
H 3.4357 1.0225 1.0555
H 3.1226 -0.5331 1.8684
H 2.3274 1.3040 4.8867
H 0.5530 1.2791 4.9548
H 1.4602 -0.2306 4.6712
H 1.5336 3.4011 1.3668
H 0.5721 3.5608 2.8622
H 2.3465 3.4741 2.9551
H -2.2540 -0.8511 4.3495
H -1.5556 -2.4652 4.5489
H -0.5678 -1.0331 4.8888
H -1.9070 -2.5545 0.4204
H -2.3831 -3.3573 1.9410
H -3.1115 -1.7974 1.4911
H 0.8567 -3.1944 1.4380
H 1.6398 -2.2591 2.7412
H 0.4969 -3.5577 3.1339
H -0.9285 2.8800 4.1959
H -2.6979 2.8515 4.1711
H -1.8035 1.4387 4.7524
H -2.1299 2.7829 0.0235
H -2.8258 3.7177 1.3794
H -1.0551 3.6923 1.1320
H -3.9890 0.6075 1.2028
H -3.6972 -0.1115 2.8069
H -4.3255 1.5425 2.6788
```

The net charge is +2. The highest occupied orbital energy (alpha / beta) comes out at -12.61 / -12.58 eV. Its spin multiplicity is 3. As for the expectation value of S²: 2.03.



(2)
C4H7NS | ωB97M-V/def2-TZVPD

XYZ file:
```
13
C4H7NS (ωB97M-V/def2-TZVPD)
C 1.2667 -0.9660 0.3769
C -0.1831 -0.4284 0.3141
C -0.9323 -0.1369 -0.9806
N -0.8199 1.3176 -0.5452
C -0.1549 1.1009 0.5868
S 0.2960 2.0247 1.8413
H 1.2985 -2.0258 0.2150
H 1.6748 -0.7698 1.3785
H 1.9227 -0.4811 -0.3775
H -0.8131 -0.8948 1.1080
H -1.9698 -0.5724 -0.9634
H -0.5031 -0.3400 -1.9498
H -1.0825 2.1720 -1.0041
```

The highest occupied orbital energy comes out at -8.27 eV. The energy relative to the best compared isomer or geometry (same formula, charge and spin) comes out at 92.4 kJ/mol.



(3)
C13H25N3O2S | ωB97M-V/def2-TZVPD

XYZ file:
```
44
C13H25N3O2S (ωB97M-V/def2-TZVPD)
C 2.1662 2.8543 3.4673
C 1.5920 1.6679 3.5423
C 2.0695 0.4511 2.8142
N 1.0023 -0.0976 2.0135
C 0.6030 -1.3710 2.0630
S 1.2639 -2.5222 3.0431
N -0.4912 -1.7197 1.3086
N -1.0037 -0.9053 0.3034
C -0.2647 -0.5488 -0.7893
O 0.8262 -1.0175 -1.0105
C -0.9404 0.4645 -1.7042
C -1.0148 -0.1356 -3.1128
C -1.9225 -1.3634 -3.1559
C -1.9635 -2.0285 -4.5322
C -2.6437 -1.1739 -5.5954
C -0.0980 1.7501 -1.6901
C -0.4799 2.7065 -0.5572
C 0.5034 3.8697 -0.4737
O -0.5139 1.9838 0.6679
H 1.7969 3.7056 4.0141
H 3.0498 3.0175 2.8718
H 0.7069 1.5169 4.1465
H 2.9279 0.6950 2.1781
H 2.3676 -0.3290 3.5243
H 0.5447 0.5405 1.3714
H -0.5887 -2.7185 1.1633
H -1.8166 -0.3594 0.5588
H -1.9514 0.6823 -1.3480
H -0.0067 -0.4192 -3.4201
H -1.3864 0.6246 -3.8013
H -1.5590 -2.0928 -2.4285
H -2.9367 -1.0780 -2.8634
H -2.5042 -2.9734 -4.4426
H -0.9444 -2.2604 -4.8475
H -2.7253 -1.7286 -6.5272
H -3.6455 -0.8938 -5.2760
H -2.0775 -0.2674 -5.7927
H -0.2269 2.2841 -2.6326
H 0.9541 1.4732 -1.5983
H -1.4930 3.0985 -0.7504
H 0.5397 4.3994 -1.4210
H 1.4988 3.4969 -0.2416
H 0.2033 4.5715 0.3032
H -0.5168 2.6165 1.3960
```

The highest occupied orbital energy comes out at -7.96 eV. The energy relative to the best compared isomer or geometry (same formula, charge and spin) comes out at 240.2 kJ/mol.



Number 1: E_tot -91282.7419 eV. Number 2: E_tot -16585.9733 eV. Number 3: E_tot -33287.2022 eV.